No. 1
156
Properties=species:S:1:pos:R:3 method="wB97M-V/def2-TZVPD" e_lumo_ha="-0.1291 / -0.1237" charge=+1 s2=6.012 spin_multiplicity=5 e_homo_ev="-9.885 / -9.885"
Cr 0.43547 -3.74032 0.35062
C 1.29345 -0.46822 -2.18766
F 1.39123 0.83970 -2.40680
F 1.14062 -1.09243 -3.38805
F 2.43763 -0.81920 -1.68392
S -0.17279 -0.97127 -1.01575
O -1.10832 0.14900 -0.86541
O -0.87218 -2.03209 -1.71642
N 0.56144 -1.70645 0.40906
S 1.06833 -0.46978 1.25093
O 2.26067 -0.80590 2.03533
O 1.24297 0.84256 0.59550
C -0.35784 -0.17765 2.57061
F -0.27718 1.00932 3.19332
F -1.56090 -0.21092 1.94534
F -0.27492 -1.17625 3.50398
C 3.95127 -1.79028 -5.14851
O 3.66308 -0.57035 -5.83904
C 3.90476 0.60369 -4.98187
C 3.42299 1.87184 -5.79590
N 4.44669 2.10365 -6.80212
C 4.10261 3.31923 -7.47228
C 5.11636 3.55403 -8.58090
O 5.41745 2.32214 -9.25215
C 4.39436 1.74307 -9.99648
H 5.01179 -1.90705 -4.92540
H 3.66936 -2.64402 -5.76475
H 3.38818 -1.92334 -4.22475
H 4.95278 0.65930 -4.68746
H 3.40754 0.44316 -4.02525
H 3.40072 2.73632 -5.13235
H 2.41995 1.70120 -6.18692
H 4.67270 1.33550 -7.41773
H 4.07287 4.17927 -6.80329
H 3.10068 3.23963 -7.89405
H 6.05727 3.81961 -8.09897
H 4.74298 4.40642 -9.14845
H 3.66353 2.43526 -10.41464
H 3.88717 0.93720 -9.46598
H 4.76433 1.29840 -10.92033
C -1.52342 2.95694 -4.00607
O -2.24870 3.85196 -3.15530
C -3.39311 3.40614 -2.38172
C -2.91536 2.78919 -1.12180
N -4.13233 2.28297 -0.34859
C -3.82935 1.56501 0.90017
C -3.09910 2.43441 1.96512
O -3.46754 3.78664 1.79319
C -3.39309 4.52339 3.00141
H -2.22064 2.50312 -4.71036
H -1.24098 2.13073 -3.35362
H -0.69608 3.39033 -4.56801
H -4.13211 2.84993 -2.95844
H -3.77717 4.38022 -2.07877
H -2.30556 3.44161 -0.49683
H -2.18648 1.99431 -1.27992
H -4.53063 3.13307 0.02395
H -3.32285 0.64451 0.60996
H -4.76160 1.33278 1.41504
H -2.03994 2.20048 1.85762
H -3.47242 2.03754 2.90917
H -2.55293 4.17330 3.60112
H -4.33642 4.35405 3.52060
H -3.30633 5.60903 2.95717
C -5.95383 7.30723 4.89235
O -4.69291 6.73599 4.81125
C -3.71564 7.39236 5.56880
C -2.26403 6.86037 5.43957
N -1.28640 7.58976 6.19177
C 0.02918 6.99322 5.95419
C 0.31142 5.56095 6.35397
O -0.30179 4.53831 5.58968
C -0.18899 3.30241 6.21191
H -6.05602 8.36925 4.66926
H -6.38772 7.38087 5.88956
H -6.52012 6.63481 4.24793
H -4.04809 7.20672 6.59013
H -3.78927 8.47981 5.58121
H -2.03516 7.06493 4.39369
H -2.28085 5.78102 5.59053
H -1.33003 7.51602 7.19813
H 0.70701 7.63056 6.52202
H 0.37673 7.31452 4.97231
H 0.03525 5.47985 7.40528
H 1.39486 5.46250 6.28638
H 0.83156 3.08927 6.52996
H -0.40474 2.59946 5.40728
H -0.87200 3.24651 7.05953
C -1.00405 -4.73633 4.45683
C -1.01340 -4.45717 2.92587
C -2.30783 -3.69797 2.59096
O -2.28839 -3.45148 1.16440
C -3.27179 -2.52490 0.67318
N 0.17959 -3.76357 2.52400
H -0.75599 -3.84892 5.03913
H -0.34527 -5.56748 4.70844
H -1.94254 -5.19301 4.77113
H -1.13305 -5.43128 2.45162
H -2.37838 -2.73168 3.09036
H -3.24373 -4.12442 2.95198
H -4.24934 -3.00679 0.68970
H -3.15063 -2.55422 -0.40966
H -3.33046 -1.57188 1.19892
H 0.14621 -2.92253 3.08223
H 0.91272 -4.24743 3.02251
C -2.32840 -0.45418 -4.51486
C -3.40101 -1.54631 -4.74776
C -2.74810 -2.78603 -5.40661
O -3.67662 -3.86293 -5.41781
C -3.22852 -5.10436 -5.88888
N -3.94388 -1.99465 -3.44374
H -1.57929 -0.66185 -3.75079
H -2.90548 0.34760 -4.05419
H -1.91228 -0.00822 -5.41822
H -4.25785 -1.27406 -5.36403
H -1.80472 -3.10537 -4.96373
H -2.35893 -2.56655 -6.40084
H -3.92714 -5.91771 -5.69267
H -2.43513 -5.54294 -5.28365
H -2.80288 -5.13744 -6.89180
H -4.44879 -2.86025 -3.56986
H -3.18204 -2.29766 -2.85393
C 3.81660 -5.83166 4.69517
C 2.97707 -4.64073 4.44273
C 2.40490 -3.82169 5.61457
O 1.62406 -2.75173 5.32431
C 1.14917 -2.05433 6.42193
N 3.56251 -3.72547 3.48211
H 4.01135 -6.45240 3.82060
H 3.25852 -6.48550 5.36534
H 4.73963 -5.58456 5.21963
H 1.99545 -4.79068 3.99323
H 3.19666 -3.52068 6.30058
H 1.89155 -4.48486 6.31084
H 0.28364 -2.49212 6.91926
H 0.89111 -1.05365 6.07532
H 1.92291 -1.92243 7.17826
H 3.08918 -2.84629 3.63409
H 4.44008 -3.45255 3.90103
C 4.77871 -3.94202 -0.12657
C 3.28865 -3.61660 -0.25020
C 2.79160 -4.01525 -1.61273
O 1.41599 -3.83668 -1.67373
C 0.93066 -4.38136 -2.85823
N 2.62098 -4.26767 0.83327
H 5.34469 -3.56216 -0.97716
H 5.07106 -4.98304 0.01090
H 5.25275 -3.45615 0.72626
H 3.16808 -2.53988 -0.13079
H 3.09343 -5.04423 -1.80819
H 3.30679 -3.32890 -2.28474
H 1.42959 -3.98528 -3.74269
H -0.15282 -4.27977 -2.92043
H 1.08797 -5.45992 -2.84954
H 2.88334 -3.95175 1.75602
H 3.03815 -5.18637 0.87846



No. 2
16
Properties=species:S:1:pos:R:3 method="wB97M-V/def2-TZVPD" e_lumo_ha="-0.0437 / -0.0430" s2=0.759 spin_multiplicity=2 e_homo_ev="-9.105 / -8.740"
H -1.36845 -1.78845 -0.68749
O -0.60346 -0.02553 0.07526
O -3.29903 0.38383 -0.49400
C -1.21516 -0.72812 -0.96018
C -2.56513 -0.16190 -1.28153
H -0.61537 -0.69865 -1.88814
H -2.86553 -0.31195 -2.34254
O 1.21442 -1.53010 -0.01893
C 0.51018 -0.62066 0.66004
O 0.19136 -1.32369 1.75188
Na 2.36830 -1.03103 2.88298
O 1.39160 0.41169 1.07352
C 1.63136 1.62631 0.41591
H 0.92306 1.82776 -0.39768
H 1.65452 2.38183 1.21118
H 2.64732 1.58867 -0.00026



No. 3
17
Properties=species:S:1:pos:R:3 method="wB97M-V/def2-TZVPD" e_lumo_ha=0.0356 e_homo_ev=-9.881 smiles=C[C@@H](O)[C@H]1CCO1 e_above_lowest_kj_mol=207.1
C -2.15886 -0.56400 0.35433
C -1.09134 0.28091 -0.33370
O -0.94840 1.54725 0.29195
C 0.23200 -0.51002 -0.35935
C 1.50450 0.21198 -0.84423
C 1.98268 0.04644 0.60458
O 0.77008 -0.62411 0.97875
H -3.09684 -0.01686 0.49308
H -2.36725 -1.43984 -0.27124
H -1.79883 -0.89993 1.33135
H -1.43479 0.51156 -1.35342
H -0.08496 1.60998 0.70990
H 0.09111 -1.51657 -0.78212
H 2.09714 -0.29626 -1.60950
H 1.32869 1.24653 -1.14485
H 2.10389 0.98701 1.15803
H 2.87118 -0.57405 0.77646



No. 4
11
Properties=species:S:1:pos:R:3 method="wB97M-V/def2-TZVPD" e_lumo_ha=0.0199 e_homo_ev=-9.174 smiles=Cc1onnc1S e_above_lowest_kj_mol=273.8
C 0.80858 1.29501 0.05619
C 0.31927 -0.11250 0.04619
O 1.37139 -1.00628 -0.08873
N 0.81417 -2.19922 0.02122
N -0.42685 -2.17107 0.05404
C -0.78454 -0.85327 0.12869
S -2.55075 -0.52268 -0.00409
H 1.90378 1.13151 -0.05275
H 0.55983 1.89599 0.98012
H 0.32084 1.72651 -0.90369
H -2.33571 0.81599 -0.23718



No. 5
9
Properties=species:S:1:pos:R:3 method="wB97M-V/def2-TZVPD" e_lumo_ha=-0.1688 charge=+1 e_homo_ev=-12.713 e_above_lowest_kj_mol=0.0
H -0.60047 -1.72365 -0.11940
O 3.06954 1.04992 -0.34840
C 2.16704 0.59596 0.18944
C 1.13500 -0.03179 0.80672
C 0.11207 -0.49741 -0.03221
H 1.23646 -0.22218 1.87903
C -1.22288 -0.48019 0.05283
O -2.22285 -0.01124 -0.45609
Tl -3.67391 1.32059 -1.97191



Number 1: calculated total energy -145741.480 eV. Number 2: calculated total energy -18896.463 eV. Number 3: calculated total energy -9440.897 eV. Number 4: calculated total energy -19036.211 eV. Number 5: calculated total energy -12957.715 eV.